## 1
The following is a DFT calculation (the ωB97M-V functional and the def2-TZVPD basis) of a molecular structure, CH4N3.

For the HOMO-LUMO gap, the calculation gives 10.1 eV. The LUMO energy comes out at -0.2328 Ha. The total charge is +1.

Each line ends with the Mulliken charge.
Geometry (Å):
C  0.19  -0.05  0.02  0.4293
N  1.35  -0.80  0.05  -0.2715
N  1.17  0.72  -0.01  -0.0336
N  -1.78  -0.04  -0.18  -0.3730
H  1.81  -1.28  -0.73  0.3104
H  1.68  1.49  0.36  0.3219
H  -2.21  -0.83  0.32  0.3157
H  -2.20  0.80  0.18  0.3008

***

## 2
The following is a DFT calculation (the ωB97M-V functional and the def2-TZVPD basis) of 2 unconnected molecules or ions with the total composition CH4N3.

For the HOMO-LUMO gap (spin up / spin down), the calculation gives 7.6 / 11.8 eV. The LUMO energy (spin up / spin down) comes out at -0.3004 / -0.1659 Ha. The total charge is +1.

Each line ends with the Mulliken charge.
Geometry (Å):
C  -1.13  -0.65  0.02  0.1933
N  -1.50  0.49  -0.32  -0.1783
N  -0.35  0.35  0.63  -0.1593
N  0.93  0.66  -0.03  -0.2439
H  -1.71  -3.13  0.19  0.2317
H  1.67  0.05  0.35  0.3701
H  1.16  1.64  0.23  0.3770
H  0.92  0.59  -1.07  0.4093

***

Relative energies, kJ/mol: 1 0.0; 2 216.0.

***

## 1
The following is a DFT calculation (the ωB97M-V functional and the def2-TZVPD basis) of a molecular structure, CH4N3.

For the HOMO-LUMO gap, the calculation gives 9.5 eV. The LUMO energy comes out at -0.2889 Ha. The total charge is +1.

Each line ends with the Mulliken charge.
Geometry (Å):
C  0.13  0.27  0.08  -0.6112
N  3.19  -1.30  0.59  -0.0786
N  2.12  -1.31  0.40  0.2902
N  0.64  -0.82  -0.47  -0.0273
H  -0.77  0.21  0.75  0.3452
H  0.79  0.80  0.90  0.3550
H  0.17  0.97  -0.66  0.3602
H  0.28  -1.82  -0.47  0.3663

***

## 2
The following is a DFT calculation (the ωB97M-V functional and the def2-TZVPD basis) of a gas-phase ion, CH4N3 (charge +1).

For the HOMO-LUMO gap, the calculation gives 10.5 eV. The LUMO energy comes out at -0.1717 Ha. Its SMILES is [NH2+]=C1NN1. The total charge is +1.

Each line ends with the Mulliken charge.
Geometry (Å):
N  -0.11  1.38  -0.30  -0.2154
C  -0.03  0.16  -0.17  0.4054
N  0.69  -0.96  0.71  -0.3169
N  -0.01  -1.15  -0.55  -0.1400
H  0.60  1.87  0.42  0.3685
H  -0.70  1.87  -0.93  0.2848
H  0.18  -1.20  1.56  0.2728
H  -0.62  -1.97  -0.74  0.3407

***

Relative energies, kJ/mol: 1 40.9; 2 0.0.

***

## 1
The following is a DFT calculation (the ωB97M-V functional and the def2-TZVPD basis) of a molecular structure, C4H2O3.

For the HOMO-LUMO gap, the calculation gives 10.1 eV. The LUMO energy comes out at 0.0044 Ha. The total charge is 0.

Each line ends with the Mulliken charge.
Geometry (Å):
C  -0.71  0.25  -0.73  0.1745
C  0.58  -0.13  -0.69  0.2966
C  -0.86  0.17  0.71  0.3832
C  0.63  -0.33  0.81  -0.3233
O  -1.80  0.48  1.56  -0.5992
O  -0.62  0.49  -2.13  -0.1841
O  0.75  0.09  -2.05  -0.2049
H  0.75  -1.36  1.15  0.2264
H  1.28  0.34  1.37  0.2309

***

## 2
The following is a DFT calculation (the ωB97M-V functional and the def2-TZVPD basis) of a single C4H2O3 molecule.

For the HOMO-LUMO gap, the calculation gives 9.6 eV. The LUMO energy comes out at -0.0285 Ha. Its SMILES is C=C1OC(=O)C1=O. The total charge is 0.

Each line ends with the Mulliken charge.
Geometry (Å):
C  1.70  0.09  -0.07  -1.0004
C  0.38  0.17  0.09  0.5661
O  -0.49  1.24  0.07  -0.3609
C  -1.66  0.45  0.04  0.4366
O  -2.75  0.78  -0.03  -0.3770
C  -0.74  -0.90  0.04  0.5042
O  -0.93  -2.05  0.03  -0.4376
H  2.22  0.98  -0.07  0.3463
H  2.28  -0.77  -0.09  0.3228

***

Relative energies, kJ/mol: 1 582.4; 2 0.0.

***

## 1
The following is a DFT calculation (the ωB97M-V functional and the def2-TZVPD basis) of a single C7H11NO molecule.

For the HOMO-LUMO gap (spin up / spin down), the calculation gives 8.6 / 8.6 eV. The LUMO energy (spin up / spin down) comes out at 0.0093 / 0.0093 Ha. Its SMILES is C=C(N)/C(C)=C/C(C)=O. The total charge is 0.

Each line ends with the Mulliken charge.
Geometry (Å):
C  -2.35  -0.41  -0.95  -1.2699
C  -1.76  0.35  -0.03  0.5947
N  -2.52  1.04  0.89  -0.5175
C  -0.29  0.51  0.04  0.9184
C  0.18  1.89  0.44  -1.4950
C  0.53  -0.52  -0.21  -0.5648
C  2.02  -0.54  -0.12  0.6533
C  2.68  -1.88  -0.32  -1.2718
O  2.69  0.46  0.11  -0.6116
H  -3.43  -0.51  -1.00  0.2398
H  -1.80  -0.95  -1.71  0.3012
H  -2.05  1.19  1.78  0.2357
H  -3.47  0.70  1.00  0.2374
H  1.13  2.17  -0.03  0.4158
H  -0.53  2.67  0.14  0.4220
H  0.30  1.95  1.53  0.3500
H  0.12  -1.49  -0.47  0.3465
H  2.50  -2.24  -1.33  0.3215
H  2.28  -2.59  0.41  0.3354
H  3.76  -1.79  -0.16  0.3588

***

## 2
The following is a DFT calculation (the ωB97M-V functional and the def2-TZVPD basis) of a single C7H11NO molecule.

For the HOMO-LUMO gap, the calculation gives 8.1 eV. The LUMO energy comes out at 0.0300 Ha. Its SMILES is C[C@@]12CN1[C@@H]1C[C@@]1(O)C2. The total charge is 0.

Each line ends with the Mulliken charge.
Geometry (Å):
C  -2.49  0.04  -0.29  -1.4752
C  -1.03  0.12  0.04  1.3224
C  -0.54  0.07  1.42  -0.6258
N  -0.39  -1.13  0.57  -0.5673
C  0.84  -1.12  -0.19  0.1088
C  2.28  -0.91  -0.13  -0.5360
C  1.37  0.35  -0.44  0.0350
O  1.59  1.44  0.47  -0.5434
C  -0.08  0.75  -1.04  -0.7854
H  -2.92  1.04  -0.57  0.3276
H  -3.02  -0.25  0.64  0.3602
H  -2.75  -0.76  -1.08  0.2406
H  -1.30  -0.01  2.22  0.3141
H  0.30  0.63  1.73  0.1972
H  0.69  -1.65  -1.14  0.2078
H  2.83  -0.72  0.82  0.2156
H  2.83  -1.31  -0.93  0.2314
H  2.25  1.25  1.09  0.2542
H  -0.14  1.86  -1.18  0.3840
H  -0.35  0.31  -2.02  0.3343

***

## 3
The following is a DFT calculation (the ωB97M-V functional and the def2-TZVPD basis) of a molecular structure, C7H11NO.

For the HOMO-LUMO gap, the calculation gives 9.5 eV. The LUMO energy comes out at 0.0144 Ha. The total charge is 0.

Each line ends with the Mulliken charge.
Geometry (Å):
C  -1.63  -0.46  0.19  0.5066
C  -1.47  1.04  0.12  -0.4337
C  -0.24  1.82  0.02  -0.3834
C  0.68  0.70  -0.02  -0.5814
C  1.96  -0.22  -0.58  -0.6641
C  0.99  -1.23  0.24  0.0572
C  -0.69  -1.61  -0.12  -0.6364
H  -2.26  1.59  0.86  0.2814
H  -2.05  1.19  -0.88  0.2606
H  -0.14  2.15  -1.18  0.1686
H  0.13  2.85  0.69  0.2818
H  0.29  0.23  -0.92  0.3576
H  2.23  -0.39  -1.65  0.2965
H  2.64  0.01  0.18  0.3560
H  1.54  -2.15  0.72  0.3190
H  -0.80  -2.48  0.60  0.3358
H  -0.73  -2.40  -1.17  0.2312
H  1.77  0.15  1.64  0.3022
N  0.71  -0.13  1.21  -0.4375
O  -2.92  -0.67  0.04  -0.6180

***

Relative energies, kJ/mol: 1 0.0; 2 469.4; 3 801.4.

***

## 1
The following is a DFT calculation (the ωB97M-V functional and the def2-TZVPD basis) of a single C7H11NO molecule.

For the HOMO-LUMO gap, the calculation gives 10.1 eV. The LUMO energy comes out at 0.0277 Ha. Its SMILES is C[C@@H]1ON=C[C@H]2C[C@]12C. The total charge is 0.

Each line ends with the Mulliken charge.
Geometry (Å):
C  -2.36  -0.64  -0.27  -1.1100
C  -1.19  -0.10  0.52  0.3672
O  -0.86  1.37  0.15  -0.3199
N  0.48  1.73  -0.35  -0.3864
C  1.18  0.78  -0.89  -0.6233
C  0.72  -0.43  -0.92  0.4717
C  1.12  -1.69  -0.32  -0.7171
C  0.12  -0.70  0.47  -0.0471
C  1.08  -0.04  1.48  -1.3528
H  -3.18  0.06  -0.89  0.2708
H  -3.01  -1.40  0.23  0.3067
H  -1.78  -1.17  -1.13  0.2032
H  -1.39  0.15  1.60  0.4182
H  2.15  1.16  -1.28  0.3796
H  0.02  -0.85  -1.95  0.3477
H  1.99  -1.95  0.36  0.2107
H  0.78  -2.53  -0.85  0.3592
H  0.55  0.94  1.56  0.6081
H  2.08  0.11  0.84  0.2798
H  1.26  -0.69  2.36  0.3335

***

## 2
The following is a DFT calculation (the ωB97M-V functional and the def2-TZVPD basis) of a single C7H11NO molecule.

For the HOMO-LUMO gap, the calculation gives 10.1 eV. The LUMO energy comes out at 0.0299 Ha. Its SMILES is C#CN(C)C(=O)C(C)C. The total charge is 0.

Each line ends with the Mulliken charge.
Geometry (Å):
C  0.43  -3.65  -1.26  -0.1703
C  0.28  -2.59  -0.70  -0.3808
N  -0.01  -1.35  -0.03  0.0509
C  -0.39  -1.59  1.36  -0.9155
C  0.28  -0.15  -0.63  0.4809
O  0.75  -0.04  -1.77  -0.6040
C  -0.11  1.17  0.16  0.9039
C  1.15  1.99  0.37  -1.5483
C  -1.15  1.92  -0.67  -1.6003
H  0.59  -4.57  -1.76  0.4428
H  -1.28  -2.23  1.37  0.3263
H  -0.63  -0.70  1.92  0.3817
H  0.43  -2.11  1.87  0.3163
H  -0.55  0.98  1.13  0.1287
H  1.68  2.17  -0.58  0.3167
H  0.92  2.96  0.82  0.4205
H  1.85  1.47  1.03  0.3488
H  -2.08  1.35  -0.73  0.3593
H  -1.38  2.89  -0.21  0.4188
H  -0.80  2.10  -1.69  0.3236

***

## 3
The following is a DFT calculation (the ωB97M-V functional and the def2-TZVPD basis) of a molecular structure, C7H11NO.

For the HOMO-LUMO gap, the calculation gives 10.4 eV. The LUMO energy comes out at 0.0315 Ha. The total charge is 0.

Each line ends with the Mulliken charge.
Geometry (Å):
C  -0.81  1.78  -0.57  -1.4181
C  -0.46  0.96  0.66  0.3116
C  -0.59  -0.61  0.57  0.3608
C  -1.61  -1.39  -0.22  -1.5994
C  0.72  -0.62  -0.15  -0.1270
C  2.11  -1.23  -0.15  -0.2772
C  1.03  0.64  0.54  -0.2701
H  -1.00  2.82  -0.27  0.3911
H  -1.74  1.50  -1.06  0.3163
H  -0.02  1.95  -1.33  0.3098
H  -0.67  1.67  1.52  0.3708
H  -0.51  -1.11  1.60  0.2449
H  -1.30  -2.46  -0.26  0.3480
H  -1.83  -0.93  -1.15  0.3915
H  -2.57  -1.47  0.32  0.3939
H  0.51  -0.49  -1.22  0.2190
H  2.35  -2.29  -0.23  0.4017
H  1.25  0.45  1.55  0.3773
N  2.89  -0.21  -0.15  -0.4818
O  2.24  1.03  -0.02  -0.2630

***

Relative energies, kJ/mol: 1 545.4; 2 0.0; 3 273.9.

***

## 1
The following is a DFT calculation (the ωB97M-V functional and the def2-TZVPD basis) of 2 unconnected molecules or ions with the total composition C2H8NO.

For the HOMO-LUMO gap (spin up / spin down), the calculation gives 6.1 / 10.3 eV. The multiplicity is 2. The LUMO energy (spin up / spin down) comes out at 0.0273 / 0.0269 Ha. The total charge is 0.

Each line ends with the Mulliken charge.
Geometry (Å):
C  -0.61  1.04  0.92  -0.6694
C  -1.47  -0.86  -0.77  -0.6266
N  -0.77  0.20  -0.28  -0.1677
H  -1.27  0.69  1.70  0.2943
H  -0.86  2.04  0.56  0.2430
H  0.45  1.03  1.15  0.2160
H  -1.99  -1.52  -0.09  0.2647
H  -1.40  -1.12  -1.81  0.2637
H  -0.05  0.44  -0.96  0.1791
H  3.26  -0.56  -0.63  0.2982
H  2.34  -0.87  0.55  0.3115
O  2.36  -0.50  -0.35  -0.6067

***

## 2
The following is a DFT calculation (the ωB97M-V functional and the def2-TZVPD basis) of 2 unconnected molecules or ions with the total composition C2H8NO.

For the HOMO-LUMO gap (spin up / spin down), the calculation gives 9.9 / 6.7 eV. The multiplicity is 2. The LUMO energy (spin up / spin down) comes out at 0.0370 / -0.0794 Ha. The total charge is 0.

Each line ends with the Mulliken charge.
Geometry (Å):
O  0.00  -0.53  -2.86  -0.4006
H  0.37  0.33  -3.15  0.3394
C  -0.36  0.73  -0.03  -0.4437
N  0.52  -0.04  0.84  -0.3649
C  -0.05  -0.25  2.16  -0.8968
H  -0.02  1.75  -0.22  0.2589
H  -1.37  0.78  0.38  0.2679
H  -0.42  0.30  -1.04  0.0215
H  0.66  -0.92  0.40  0.2456
H  -0.93  -0.90  2.17  0.3326
H  0.71  -0.69  2.82  0.2972
H  -0.23  0.72  2.63  0.3427

***

Relative energies, kJ/mol: 1 0.0; 2 71.1.